No. 1
Below is a structure of composition C33H25BiN5O5PS, with properties calculated with ωB97M-V/def2-TZVPD.

Calculated values
HOMO energy = -0.2753 hartree
spin multiplicity = 1
energy = -78279.4483 eV

Each line ends with the Löwdin charge.
Cartesian coordinates (Å):
H: -5.614 -1.058 3.353  0.0817
H: 1.885 -3.280 3.489  0.1168
C: -0.715 -1.268 -3.026  -0.1217
C: 3.742 1.569 -1.765  -0.0815
C: -0.285 3.085 -1.141  -0.4654
C: -1.520 -1.948 -3.924  -0.0753
O: -2.321 -1.147 -0.029  -0.3258
H: 2.158 1.197 1.987  0.0985
H: -1.512 -4.991 -2.446  0.1055
C: 2.992 -4.063 1.819  -0.0642
C: -2.016 2.775 -2.955  0.0081
N: -3.438 1.140 3.957  -0.0249
H: 0.165 4.046 5.403  0.1130
C: 2.568 2.757 3.408  -0.0484
H: -0.079 -3.791 -0.856  0.1070
H: -4.386 0.347 -3.023  0.1232
C: -0.178 -1.924 -1.917  -0.3792
C: -3.247 -0.681 -0.786  -0.6313
C: -1.809 -3.291 -3.719  -0.0772
C: -3.869 -0.055 3.614  -0.8708
H: 2.741 -2.926 -1.356  0.1050
C: 0.649 3.439 4.650  -0.0162
C: -2.852 0.578 -1.564  -0.1931
O: 0.504 -1.355 3.658  -0.0303
O: -4.358 -1.140 -0.987  0.0572
H: -1.934 -1.426 -4.778  0.1054
H: 2.598 4.292 4.913  0.1094
C: 2.079 -3.224 2.426  -0.0236
H: 2.331 1.364 -0.168  0.0698
P: 0.705 -0.924 -0.688  1.0611
H: 0.937 4.464 -1.440  0.1299
C: 3.231 -3.953 0.453  -0.0664
C: 2.684 0.958 -1.109  -0.1037
C: -0.468 -3.269 -1.722  -0.0743
H: 3.523 -4.802 2.405  0.1059
C: 1.378 -2.273 1.680  -0.2103
C: 1.998 3.570 4.375  -0.0558
C: 4.167 1.088 -2.996  -0.0863
C: 3.528 -0.005 -3.564  -0.0761
C: -0.093 2.491 3.950  -0.2582
C: -3.104 2.047 -3.430  -0.0341
H: 4.988 1.568 -3.513  0.1023
H: 3.850 -0.381 -4.528  0.1045
N: 0.456 1.721 3.003  0.0164
Bi: -1.216 0.090 1.600  1.6256
H: -0.512 -0.213 -3.185  0.1058
H: -2.040 2.979 4.904  0.1230
C: 0.422 -1.388 2.455  -0.4878
H: 4.229 2.428 -1.319  0.1029
C: -3.539 0.946 -2.720  0.0130
C: -1.282 -3.947 -2.619  -0.0672
C: -1.427 2.353 -1.775  -0.1988
H: -3.602 2.347 -4.343  0.1106
C: 1.752 1.852 2.751  -0.1322
H: -5.750 0.507 4.074  0.0962
C: 2.478 -0.624 -2.902  -0.0927
C: -1.518 2.293 4.240  -0.0922
H: 3.952 -4.602 -0.028  0.1061
H: -1.640 3.642 -3.477  0.1159
N: -2.114 1.299 3.716  -0.1693
S: -2.947 -1.389 3.000  0.5917
H: -2.451 -3.820 -4.411  0.1028
O: 0.227 4.039 -1.943  0.1119
H: 3.620 2.814 3.166  0.1056
C: 1.608 -2.168 0.303  -0.3198
H: 1.985 -1.474 -3.356  0.1035
C: 2.048 -0.153 -1.661  -0.3518
C: 2.547 -3.011 -0.293  -0.0826
O: 0.124 2.891 -0.026  0.0724
N: -5.184 -0.291 3.838  0.0691
N: -1.826 1.276 -1.103  0.1118

Atomic forces in eV per Å
0.01 -0.03 0.00
0.00 0.00 -0.01
0.00 -0.02 -0.01
0.00 0.01 0.00
-0.10 0.18 0.11
-0.01 -0.03 -0.02
-0.05 -0.20 0.24
0.00 -0.01 0.03
0.00 0.01 -0.01
0.01 -0.02 0.01
-0.01 -0.05 -0.01
0.08 0.04 -0.02
0.00 0.00 0.00
0.01 0.00 -0.01
-0.01 0.01 0.00
0.01 0.01 -0.02
0.01 0.04 -0.10
0.09 0.08 -0.24
0.00 0.02 -0.03
-0.07 -0.04 0.12
0.00 0.00 0.00
0.03 0.00 -0.04
-0.03 0.04 0.06
0.00 0.01 0.03
0.06 -0.06 0.03
0.01 -0.01 0.01
0.00 0.00 0.00
0.00 -0.03 -0.02
-0.01 -0.01 -0.02
-0.01 0.25 0.12
0.02 0.02 0.00
0.00 0.00 -0.02
-0.03 0.04 0.00
-0.05 -0.04 -0.01
-0.01 0.01 0.00
-0.01 0.08 -0.05
-0.04 -0.01 0.01
0.01 0.02 0.01
-0.02 -0.01 -0.01
-0.04 0.04 -0.02
0.01 0.01 0.00
-0.01 -0.01 0.00
0.00 0.00 0.01
0.12 -0.03 0.13
-0.28 -0.11 -0.17
0.02 -0.01 0.00
0.02 0.00 0.01
-0.04 -0.09 -0.07
0.00 -0.01 -0.01
-0.03 -0.02 0.02
0.02 0.00 0.03
0.05 -0.03 -0.03
0.00 0.00 0.00
0.00 0.02 -0.02
-0.02 0.00 0.02
0.04 0.01 0.02
0.02 0.01 -0.01
0.00 0.00 0.01
0.00 0.00 0.00
-0.04 0.00 0.13
0.05 0.12 -0.13
0.00 0.00 0.01
0.01 -0.06 -0.02
0.00 0.00 0.01
0.04 -0.07 0.05
0.00 -0.01 0.00
0.07 -0.05 -0.05
-0.01 0.00 0.03
0.07 -0.10 -0.08
0.05 0.06 -0.02
-0.03 0.01 0.00

No. 2
Below is a structure of composition C33H25F5N4O7PbS4SeTe, with properties calculated with ωB97M-V/def2-TZVPD.

Calculated values
HOMO energy = -0.3115 hartree
energy above the lowest of the compared OMol25 structures with the same formula, charge and spin = 1.557 eV
spin multiplicity = 1
energy = -189733.1743 eV

Each line ends with the Löwdin charge.
Cartesian coordinates (Å):
H: 3.969 -1.058 2.903  0.0718
C: 2.589 -1.263 -1.018  -0.5227
H: 2.822 3.825 -3.700  0.1217
C: -4.143 -3.502 2.985  -0.0808
C: -1.391 4.761 -1.411  -0.2575
H: -0.577 -3.102 1.735  0.0718
C: 1.832 -0.678 2.956  -0.4907
C: -3.290 -4.602 3.043  0.0193
C: 0.796 2.218 -3.065  0.0624
F: -2.493 2.886 3.760  -0.3645
C: -6.374 -2.421 3.411  -0.3367
H: 0.764 0.278 -4.909  0.1179
C: 3.522 1.709 -6.252  -0.5418
C: 2.209 -0.320 0.152  -0.4579
H: 4.453 3.502 -5.537  0.1061
H: -4.183 2.105 1.850  0.1049
O: -3.332 5.224 1.608  0.1744
O: 5.360 -0.520 -5.948  0.0370
C: 1.571 0.985 -5.054  -0.0245
H: 2.055 0.388 2.999  0.0690
C: -4.520 -1.079 2.492  -0.1323
H: 4.126 -2.030 0.995  0.0503
C: 5.595 0.057 -6.971  -0.7471
C: 1.692 2.070 -4.185  -0.2241
H: 4.960 -3.525 1.342  0.0729
C: 6.688 -0.361 -7.927  -0.0773
C: -2.155 5.728 -0.483  -0.2125
H: 3.101 -0.008 0.696  0.0848
O: -0.725 2.359 -1.084  0.0340
C: 3.972 -3.092 1.183  -0.5330
C: -3.658 -2.291 2.499  -0.1272
S: 4.699 1.498 -7.552  1.0181
O: -2.370 6.883 -0.680  0.1898
C: -6.012 1.212 2.593  -0.0044
H: 2.181 -0.869 -1.944  0.0577
H: 3.005 -4.767 0.206  0.0669
C: -1.994 -4.468 2.607  -0.0166
N: -3.979 0.077 2.072  0.0338
H: 6.797 0.327 -8.763  0.0605
C: -5.830 -1.140 2.953  -0.0817
C: -4.694 1.192 2.139  -0.0840
C: 3.640 2.801 -5.401  -0.0852
S: 1.117 -1.088 1.363  0.7296
S: 3.080 -3.251 2.766  0.8424
O: -1.153 0.601 3.171  -0.6903
F: -0.733 2.415 5.178  -0.3733
C: -1.318 3.514 -0.651  -0.0964
F: 0.237 2.089 1.636  -0.4403
C: -1.587 -3.234 2.112  -0.1058
C: 0.044 2.353 -2.146  -0.0684
Te: -0.745 2.387 3.311  1.7926
C: -6.586 0.032 2.993  0.0199
Se: -7.767 -4.292 4.284  1.1325
H: -7.605 -0.014 3.356  0.1222
H: 2.387 -0.043 -6.747  0.1135
H: -1.292 -5.289 2.641  0.1167
H: 1.018 -0.849 3.661  0.0760
H: 6.452 -1.356 -8.305  0.0894
H: 1.727 0.584 -0.218  0.0612
C: 2.730 2.982 -4.372  -0.0184
N: -2.390 -2.177 2.059  0.0194
C: 2.480 0.804 -6.081  -0.0843
C: 3.381 -3.774 -0.047  -0.5369
H: 3.192 -1.542 4.388  0.0734
N: -6.083 -4.695 3.862  -0.2214
H: 3.672 -1.280 -1.142  0.0809
S: 2.025 -2.977 -0.958  0.8190
C: -1.938 3.548 0.560  -0.2698
O: -0.981 4.993 -2.517  0.1511
C: 3.068 -1.520 3.306  -0.5256
Pb: -1.575 0.080 1.068  1.3738
H: 7.625 -0.422 -7.374  0.0885
H: -6.547 2.150 2.636  0.1197
N: -7.603 -2.578 3.820  -0.2192
O: -2.047 2.604 1.438  -0.3239
H: -3.668 -5.537 3.434  0.1226
F: -0.445 4.172 3.044  -0.2995
H: 4.198 -3.914 -0.757  0.0731
C: -5.535 -3.591 3.434  -0.3383
F: 1.074 2.240 3.770  -0.3839
C: -2.589 4.889 0.731  -0.2442

Atomic forces in eV per Å
0.02 0.01 0.04
0.07 0.04 -0.02
0.01 0.00 -0.01
-0.28 -0.11 0.11
-0.13 -0.03 0.19
-0.04 0.03 0.04
0.11 -0.02 0.04
-0.02 -0.09 0.03
0.17 -0.14 -0.36
-0.48 0.11 -0.01
0.11 0.24 -0.11
0.01 0.01 -0.02
-0.07 0.03 0.12
0.09 -0.05 0.01
-0.01 0.00 0.00
-0.05 -0.07 0.01
-0.03 -0.02 0.01
-0.09 0.04 0.04
0.00 -0.04 0.04
-0.01 -0.05 0.04
0.28 -0.07 -0.06
0.01 -0.01 -0.01
0.12 0.01 -0.11
-0.05 -0.03 0.28
0.02 0.01 -0.02
-0.03 0.04 0.00
0.02 -0.11 -0.01
-0.03 0.04 0.00
-0.14 -0.13 0.06
0.02 0.00 0.03
0.06 0.30 -0.05
0.05 -0.12 -0.03
-0.03 0.04 -0.02
0.04 0.05 0.01
-0.05 0.06 -0.10
0.01 0.00 0.00
0.06 0.01 -0.01
0.06 -0.17 0.02
0.00 0.00 0.01
-0.19 -0.20 0.13
0.08 0.07 0.00
-0.05 -0.02 0.03
-0.16 -0.21 0.14
-0.13 0.01 -0.10
-0.18 0.09 -0.02
0.00 0.03 0.41
0.18 0.02 -0.25
0.15 0.14 -0.36
-0.01 0.05 -0.11
0.08 0.01 0.06
0.25 -0.89 0.32
-0.08 -0.01 0.02
-0.11 -0.07 0.03
0.02 0.01 -0.01
0.00 0.01 0.00
-0.02 0.00 0.00
0.00 -0.04 -0.01
0.00 0.00 0.01
0.06 0.02 -0.07
0.04 0.05 -0.05
-0.04 0.01 0.11
0.00 0.04 -0.02
0.02 -0.07 -0.05
-0.02 0.06 0.01
-0.09 0.13 0.02
-0.02 0.06 -0.06
0.00 -0.03 0.13
-0.11 0.12 0.36
0.03 0.08 -0.03
0.03 0.07 -0.01
-0.09 0.31 -0.15
0.00 0.00 0.00
0.00 -0.01 0.00
0.09 -0.13 0.04
-0.48 -0.20 -0.57
0.01 0.01 -0.01
0.12 0.58 -0.08
0.00 -0.02 0.00
0.26 0.04 -0.10
0.46 0.03 0.14
0.14 0.06 -0.07

No. 3
Below is a structure of composition C33H25GeMoN2O3, with properties calculated with ωB97M-V/def2-TZVPD.

Calculated values
HOMO energy = -0.4018 hartree
charge = +1
spin multiplicity = 1
energy = -102113.4224 eV

Each line ends with the Löwdin charge.
Cartesian coordinates (Å):
H: -1.528 -2.324 6.780  0.1261
N: 1.915 -0.233 1.252  -0.1128
C: -4.754 -1.588 0.141  -0.0749
C: 0.242 -1.690 -5.604  -0.0720
O: -0.417 -3.018 4.642  0.0859
H: 5.651 2.043 -2.538  0.1133
C: -0.649 -2.400 -4.809  -0.0719
H: 0.443 1.453 4.296  0.1086
H: -5.967 0.634 -2.107  0.1093
C: -2.952 -0.463 -1.002  -0.3068
N: 1.372 0.161 2.456  0.1068
C: 0.107 -0.657 4.328  -0.0867
Ge: -1.060 -0.145 -1.325  0.9661
Mo: 1.287 -2.100 0.546  1.6372
C: 0.639 2.271 -1.024  -0.1167
H: 2.902 1.519 1.250  0.1479
C: -1.103 1.954 0.602  -0.1023
H: 1.437 0.083 -5.782  0.1083
H: -1.950 1.391 0.980  0.1054
H: -1.221 3.420 2.158  0.1104
C: -0.633 0.873 6.050  -0.0742
H: 0.686 4.741 1.293  0.1099
H: 0.028 -3.074 3.788  0.0723
C: -3.395 -1.389 -0.062  -0.1143
C: 0.757 -0.482 -5.157  -0.0763
C: -1.189 -0.200 6.749  -0.0534
C: -1.016 -1.903 -3.568  -0.1097
H: 1.866 4.007 -0.753  0.1086
H: 4.404 2.330 -0.426  0.1234
C: -3.890 0.264 -1.736  -0.1002
H: -2.680 -1.958 0.522  0.0831
C: -0.119 -1.473 -0.150  -0.2751
C: -5.679 -0.861 -0.593  -0.0714
H: -0.703 1.877 6.444  0.1072
C: 4.861 0.072 -2.905  -0.0421
H: -5.089 -2.310 0.874  0.1078
C: 4.999 1.259 -2.178  -0.0602
C: 3.331 -0.781 -1.275  -0.2974
H: 3.917 -1.858 -3.029  0.1270
O: 0.810 -2.033 2.465  -0.2463
C: 4.305 1.419 -1.005  -0.0227
C: -0.441 1.529 -0.551  -0.2823
C: -0.493 -0.695 -3.104  -0.2863
O: 2.511 -1.724 -0.832  -0.2383
C: 4.036 -0.941 -2.467  0.0055
H: 5.411 -0.057 -3.828  0.1179
H: -1.067 -3.334 -5.162  0.1093
H: 0.796 0.965 -3.594  0.0819
H: -1.693 -0.028 7.691  0.1138
C: -1.103 -1.481 6.252  0.0003
H: 1.187 1.959 -1.903  0.0813
H: 0.525 -2.073 -6.576  0.1093
C: 2.743 0.596 0.699  -0.0215
H: -1.730 -2.453 -2.964  0.1036
C: 0.393 0.013 -3.912  -0.1018
C: 3.456 0.406 -0.528  -0.1501
H: -3.565 0.988 -2.476  0.1077
C: 0.005 0.639 4.857  -0.0257
C: 0.374 3.840 0.782  -0.0683
C: -0.458 -1.730 5.042  -0.2483
C: 0.790 -0.830 3.050  -0.3682
C: -0.697 3.100 1.267  -0.0697
H: -6.738 -1.015 -0.434  0.1092
C: 1.037 3.427 -0.365  -0.0847
C: -5.247 0.067 -1.533  -0.0719

Atomic forces in eV per Å
0.00 0.01 0.00
0.23 -0.16 -0.34
-0.02 -0.01 0.03
0.00 0.00 0.02
-0.04 -0.03 0.03
0.00 0.00 0.01
-0.01 -0.02 0.00
0.00 0.00 0.01
0.00 0.00 0.00
0.20 0.11 -0.10
-0.15 0.06 0.35
-0.01 -0.16 0.06
-0.24 -0.18 0.01
-0.56 0.16 -0.17
0.00 0.04 0.02
-0.01 0.01 0.00
-0.01 0.03 -0.01
0.00 -0.01 0.00
0.00 0.01 0.00
0.01 0.00 0.00
0.00 0.05 0.01
0.00 0.00 0.00
0.04 0.00 -0.05
0.03 0.00 0.02
0.01 0.01 0.00
0.01 -0.04 -0.02
0.00 -0.01 -0.02
0.00 0.01 0.01
-0.01 0.00 0.00
0.00 0.00 -0.03
-0.01 -0.01 0.00
0.18 0.22 0.07
0.02 0.01 -0.01
0.00 -0.01 0.00
0.05 0.11 0.04
0.00 0.00 0.00
0.04 -0.03 -0.10
0.19 0.71 -0.28
0.00 0.01 0.00
0.23 -0.05 -0.10
-0.07 0.01 0.14
-0.03 -0.16 -0.03
-0.08 0.12 0.19
0.34 -0.64 0.38
-0.19 -0.17 0.11
-0.01 0.00 0.00
0.01 0.00 0.00
0.00 0.00 0.00
0.00 0.00 0.00
-0.02 -0.02 0.03
0.00 0.00 0.00
-0.01 0.00 0.00
-0.15 0.02 0.17
0.00 -0.01 -0.01
0.01 -0.02 -0.04
0.01 -0.28 -0.20
-0.01 0.00 0.00
0.00 0.04 -0.01
-0.02 -0.02 0.01
0.04 0.15 -0.04
-0.02 0.15 -0.15
0.01 0.02 0.00
0.00 0.00 0.00
0.02 0.00 -0.02
-0.01 -0.01 0.01

Asked for orbital gap across the records above, the calculation gives 7.4027; 7.0762; 6.2358 eV in order.